1.
Below is a gas-phase ion, C2H8ClN2O2 (charge +1) in a non-equilibrium geometry, with properties calculated with ωB97M-V/def2-TZVPD.

The geometry in XYZ format:
```
15
C2H8ClN2O2 (ωB97M-V/def2-TZVPD)
N -1.538 1.302 -0.237
C -0.940 0.468 0.760
C 0.551 0.053 0.020
N 0.593 -1.607 -0.066
O 0.531 0.397 -1.277
O 1.523 0.345 0.807
Cl 3.102 0.260 0.059
H -1.448 2.332 -0.275
H -2.372 0.837 -0.664
H -1.326 -0.513 0.858
H -0.465 0.957 1.668
H 1.562 -1.715 -0.295
H -0.007 -1.832 -0.747
H 0.533 -2.137 0.761
H -0.298 0.854 -1.372
```

Results
Total energy = -21791.7790 eV
Energy relative to the best compared isomer or geometry (same formula, charge and spin) = 89.37 kcal/mol
Total charge = +1
Frontier orbital gap = 9.6 eV

Atomic partial charges in e from the Löwdin method, atoms 1 to 2: N 0.009; C -0.069

2.
Below is a molecular structure, C20H38Br2InO7P2 in a non-equilibrium geometry, with properties calculated with ωB97M-V/def2-TZVPD.

The geometry in XYZ format:
```
70
C20H38Br2InO7P2 (ωB97M-V/def2-TZVPD)
In -0.520 0.747 -0.872
C 0.405 -1.398 0.875
C -0.792 -0.627 1.024
C -0.345 0.622 1.874
C 1.001 0.461 2.044
C 1.459 -0.772 1.476
C 2.901 -1.224 1.510
C 3.367 -1.307 2.969
C 3.746 -0.173 0.768
C 3.073 -2.581 0.833
C -1.160 1.672 2.635
C -2.033 2.564 1.748
C -2.035 0.987 3.700
C -0.203 2.608 3.386
C -2.156 -1.315 0.854
C -3.347 -0.392 0.610
C -2.106 -2.304 -0.318
C -2.392 -2.138 2.142
H 0.453 -2.345 0.364
H 1.639 1.140 2.587
H 3.288 -0.342 3.473
H 4.413 -1.620 3.004
H 2.775 -2.034 3.529
H 3.730 0.788 1.286
H 3.380 -0.026 -0.250
H 4.784 -0.508 0.715
H 2.499 -3.357 1.346
H 4.124 -2.874 0.855
H 2.750 -2.548 -0.209
H -2.638 2.011 1.037
H -1.397 3.257 1.198
H -2.708 3.154 2.373
H -2.889 0.460 3.282
H -2.426 1.751 4.376
H -1.449 0.283 4.294
H 0.483 3.116 2.704
H 0.379 2.077 4.140
H -0.791 3.371 3.899
H -3.246 0.148 -0.340
H -3.511 0.329 1.403
H -4.249 -1.001 0.535
H -1.810 -1.821 -1.250
H -3.105 -2.718 -0.466
H -1.432 -3.139 -0.132
H -2.441 -1.516 3.033
H -1.592 -2.867 2.277
H -3.338 -2.677 2.053
C 1.833 0.100 -5.070
C 0.656 -0.551 -4.350
O -0.024 -1.513 -5.161
P 1.183 -1.491 -2.874
O 2.553 -2.209 -3.186
O 0.181 -2.686 -2.726
O 1.244 -0.612 -1.670
P -0.505 0.708 -3.678
O -1.111 1.236 -5.051
O -1.522 0.012 -2.784
O 0.213 1.768 -2.882
H 2.492 -0.669 -5.471
H 2.391 0.754 -4.396
H 1.467 0.711 -5.895
H -0.516 -1.060 -5.859
H 3.335 -1.641 -3.167
H -0.150 -3.020 -3.576
H -1.445 2.143 -5.019
Br 0.384 4.044 -0.687
C -1.418 4.587 -1.090
Br -2.553 3.159 -1.716
H -1.364 5.324 -1.879
H -1.861 4.983 -0.188
```

Results
Total energy = -199525.7502 eV
Energy relative to the best compared isomer or geometry (same formula, charge and spin) = 3.97 kcal/mol
Total charge = +1
Frontier orbital gap = 7.0 eV

Atomic partial charges in e from the Löwdin method, atoms 1 to 2: In 0.980; C -0.068

3.
Below is C5H7N in the gas phase, with properties calculated with ωB97M-V/def2-TZVPD.

The geometry in XYZ format:
```
13
C5H7N (ωB97M-V/def2-TZVPD)
C 1.953 0.050 0.082
C 0.452 0.020 0.016
C -0.455 1.066 0.366
C -1.730 0.603 0.160
N -1.638 -0.681 -0.304
C -0.318 -1.042 -0.392
H 2.313 0.271 1.093
H 2.375 -0.917 -0.211
H 2.380 0.808 -0.585
H -0.193 2.051 0.729
H -2.692 1.074 0.304
H -2.417 -1.277 -0.523
H -0.030 -2.026 -0.735
```

Results
Total energy = -6788.4542 eV
Energy relative to the best compared isomer or geometry (same formula, charge and spin) = 1.35 kcal/mol
Frontier orbital gap = 9.2 eV

Atomic partial charges in e from the Löwdin method, atoms 1 to 2: C -0.067; C -0.304

4.
Below is 6 unconnected molecules or ions with the total composition C31H42N5O5P2 in a non-equilibrium geometry, with properties calculated with ωB97M-V/def2-TZVPD.

The geometry in XYZ format:
```
85
C31H42N5O5P2 (ωB97M-V/def2-TZVPD)
C -0.034 -0.050 2.068
C -0.216 -1.037 0.922
O -0.084 -0.350 -0.285
C -0.017 -1.220 -1.403
C 1.185 -2.150 -1.437
P 2.882 -1.383 -1.091
O 3.093 -2.499 0.297
C 4.368 -2.393 0.874
C 4.734 -0.933 0.620
P 6.374 -0.440 1.268
O 6.796 0.855 0.358
O 5.898 0.191 2.723
O 4.535 -0.745 -0.702
H 0.434 -0.553 2.903
H 0.665 0.702 1.731
H -0.967 0.417 2.353
H -1.206 -1.501 1.013
H 0.541 -1.809 1.035
H -0.916 -1.852 -1.393
H -0.059 -0.646 -2.320
H 1.241 -2.549 -2.445
H 1.047 -3.003 -0.788
H 3.542 -2.320 -1.972
H 2.732 -0.474 -2.219
H 2.411 -0.380 -0.178
H 4.370 -2.706 1.912
H 5.040 -2.979 0.244
H 4.003 -0.381 1.257
H 6.016 1.341 0.030
H 4.995 0.560 2.663
N -0.507 -0.800 -5.144
C -0.191 -1.318 -6.327
C -1.124 -1.768 -7.249
C -2.467 -1.677 -6.922
C -2.816 -1.144 -5.693
C -1.802 -0.722 -4.846
H 0.871 -1.373 -6.542
H -0.804 -2.179 -8.197
H -3.228 -2.019 -7.612
H -3.851 -1.056 -5.393
H -2.030 -0.302 -3.873
N -4.560 2.935 -3.493
C -3.575 2.362 -4.177
C -3.309 2.627 -5.512
C -4.112 3.543 -6.170
C -5.141 4.153 -5.470
C -5.322 3.815 -4.137
H -2.972 1.654 -3.622
H -2.494 2.128 -6.018
H -3.939 3.779 -7.212
H -5.792 4.874 -5.945
H -6.116 4.266 -3.552
N -5.599 -0.388 -0.308
C -4.788 0.670 -0.324
C -3.981 1.035 0.742
C -4.021 0.263 1.890
C -4.855 -0.842 1.925
C -5.619 -1.122 0.802
H -4.791 1.252 -1.241
H -3.337 1.902 0.670
H -3.406 0.515 2.745
H -4.912 -1.474 2.801
H -6.284 -1.979 0.784
N 9.321 -2.694 6.170
C 10.261 -3.270 5.424
C 10.412 -3.042 4.065
C 9.537 -2.168 3.441
C 8.551 -1.559 4.199
C 8.489 -1.856 5.552
H 10.924 -3.950 5.950
H 11.196 -3.541 3.511
H 9.614 -1.963 2.381
H 7.849 -0.871 3.749
H 7.732 -1.400 6.181
N -4.397 4.163 4.283
C -4.835 3.098 3.613
C -5.788 2.216 4.105
C -6.306 2.453 5.367
C -5.858 3.553 6.080
C -4.907 4.373 5.493
H -4.399 2.954 2.634
H -6.109 1.369 3.516
H -7.050 1.790 5.789
H -6.236 3.772 7.069
H -4.530 5.247 6.015
```

Results
Total energy = -69093.2594 eV
Total charge = -1
Frontier orbital gap = 6.5 eV

Atomic partial charges in e from the Löwdin method, atoms 1 to 2: C -0.062; C -0.307

5.
Below is a molecular structure, C43H55InNO5PS6Si, with properties calculated with ωB97M-V/def2-TZVPD.

The geometry in XYZ format:
```
113
C43H55InNO5PS6Si (ωB97M-V/def2-TZVPD)
In -0.409 0.463 -0.006
O -2.743 0.090 1.731
C -1.555 0.248 1.891
C -0.988 0.341 3.285
C -1.824 -0.041 4.339
C -1.384 0.022 5.644
C -0.099 0.493 5.917
C 0.729 0.881 4.883
C 0.305 0.790 3.553
P 1.406 1.374 2.202
C 1.444 3.151 2.665
C 2.561 3.862 3.090
C 2.464 5.224 3.363
C 1.256 5.885 3.216
C 0.134 5.180 2.795
C 0.228 3.825 2.521
C 3.024 0.645 2.617
C 4.188 1.196 2.073
C 5.415 0.572 2.242
C 5.496 -0.632 2.928
C 4.340 -1.217 3.425
C 3.111 -0.588 3.266
H -2.824 -0.378 4.095
H -2.035 -0.283 6.455
H 0.248 0.563 6.941
H 1.721 1.258 5.101
H 3.511 3.365 3.228
H 3.342 5.763 3.699
H 1.185 6.944 3.432
H -0.818 5.686 2.684
H -0.650 3.278 2.193
H 4.140 2.112 1.498
H 6.307 1.009 1.812
H 6.451 -1.129 3.042
H 4.389 -2.174 3.929
H 2.218 -1.066 3.646
O -2.188 2.548 0.311
C -2.330 3.923 -0.054
C -2.442 4.153 -1.548
C -1.399 3.363 -2.345
C 0.009 3.624 -1.888
C 0.697 4.742 -2.354
C 1.994 4.977 -1.940
C 2.594 4.064 -1.088
C 1.857 2.969 -0.688
N 0.585 2.755 -1.042
H -2.890 2.018 -0.095
H -1.436 4.417 0.327
H -3.193 4.354 0.459
H -2.321 5.226 -1.722
H -3.439 3.873 -1.901
H -1.488 3.625 -3.400
H -1.592 2.300 -2.255
H 0.207 5.413 -3.049
H 2.538 5.844 -2.295
H 3.614 4.188 -0.749
H 2.310 2.196 -0.078
C -0.877 -3.046 2.270
C -0.722 -3.363 0.792
C 0.746 -3.543 0.452
C -1.525 -4.608 0.438
O -1.229 -2.208 0.081
Si -1.857 -2.141 -1.454
S -2.051 -0.063 -1.795
O -0.797 -2.940 -2.388
C -0.731 -3.274 -3.782
C -1.662 -4.447 -4.060
C 0.717 -3.659 -4.033
C -1.113 -2.067 -4.628
O -3.273 -2.938 -1.594
C -4.652 -2.657 -1.329
C -4.806 -2.007 0.037
C -5.222 -1.781 -2.432
C -5.342 -4.015 -1.343
H -0.535 -3.886 2.878
H -1.922 -2.834 2.507
H -0.282 -2.167 2.530
H 1.152 -4.414 0.971
H 1.306 -2.663 0.766
H 0.880 -3.668 -0.624
H -1.173 -5.451 1.035
H -1.411 -4.859 -0.619
H -2.587 -4.452 0.641
H -1.317 -5.340 -3.532
H -1.690 -4.663 -5.130
H -2.671 -4.217 -3.717
H 0.992 -4.510 -3.407
H 1.372 -2.818 -3.789
H 0.865 -3.930 -5.081
H -2.165 -1.805 -4.476
H -0.961 -2.291 -5.686
H -0.500 -1.206 -4.354
H -4.286 -1.049 0.081
H -4.391 -2.655 0.812
H -5.865 -1.841 0.252
H -4.696 -0.826 -2.482
H -6.280 -1.586 -2.242
H -5.126 -2.285 -3.397
H -4.938 -4.652 -0.553
H -5.172 -4.511 -2.302
H -6.416 -3.900 -1.189
C 3.428 1.676 -3.904
S 3.718 -0.094 -4.126
C 3.945 -0.606 -2.463
C 3.014 -0.629 -1.484
S 1.336 -0.239 -1.746
S 3.603 -1.204 0.059
C 5.227 -1.583 -0.396
S 6.339 -2.233 0.628
S 5.535 -1.200 -2.043
H 3.204 2.069 -4.897
H 4.317 2.163 -3.507
H 2.572 1.832 -3.248
```

Results
Total energy = -144569.8573 eV
Energy relative to the best compared isomer or geometry (same formula, charge and spin) = 11.56 kcal/mol
Frontier orbital gap = 7.3 eV

Atomic partial charges in e from the Löwdin method, atoms 1 to 2: In 0.451; O 0.005

6.
Below is a molecular structure, C32H30AsN3O3Re in a non-equilibrium geometry, with properties calculated with ωB97M-V/def2-TZVPD.

The geometry in XYZ format:
```
70
C32H30AsN3O3Re (ωB97M-V/def2-TZVPD)
N 1.410 -4.880 0.377
C 0.688 -4.894 -0.538
C -0.210 -4.955 -1.661
H -0.496 -5.984 -1.861
H 0.208 -4.538 -2.586
H -1.135 -4.419 -1.441
N 0.120 2.726 -4.310
C 0.734 3.263 -5.154
C 1.306 4.004 -6.260
H 1.680 3.264 -6.987
H 2.105 4.659 -5.858
H 0.549 4.589 -6.823
N 4.347 -0.752 3.095
C 4.239 0.365 3.405
C 4.059 1.743 3.811
H 3.061 2.092 3.469
H 4.864 2.381 3.427
H 4.091 1.915 4.901
Re 2.115 -0.184 -1.565
C 1.456 1.751 -1.207
O 0.939 2.770 -1.060
C 0.374 -0.367 -2.608
O -0.619 -0.502 -3.189
C 2.948 -1.790 -2.583
C 3.168 -1.948 -1.201
C 3.777 -0.927 -0.445
C 4.123 0.296 -1.027
C 3.960 0.435 -2.417
C 3.387 -0.596 -3.171
H 2.386 -2.491 -3.204
H 2.831 -2.843 -0.707
H 3.947 -1.085 0.609
H 4.548 1.123 -0.464
H 4.236 1.338 -2.958
H 3.218 -0.396 -4.233
O 0.189 -0.177 0.274
As -1.369 0.036 0.940
C -2.485 -1.524 0.489
C -3.777 -1.379 -0.024
C -4.549 -2.505 -0.357
C -4.077 -3.790 -0.055
C -2.768 -3.932 0.427
C -1.935 -2.807 0.547
C -1.050 0.120 2.886
C -2.123 0.287 3.778
C -1.959 0.248 5.165
C -0.701 -0.080 5.651
C 0.364 -0.228 4.758
C 0.244 -0.034 3.382
C -2.158 1.794 0.452
C -2.689 1.971 -0.836
C -3.184 3.234 -1.195
C -3.188 4.296 -0.283
C -2.704 4.106 1.012
C -2.201 2.848 1.378
H -4.176 -0.378 -0.173
H -5.555 -2.367 -0.765
H -4.762 -4.644 -0.102
H -2.438 -4.914 0.775
H -0.869 -2.929 0.715
H -3.117 0.450 3.381
H -2.803 0.430 5.830
H -0.585 -0.228 6.718
H 1.318 -0.536 5.147
H 1.127 -0.019 2.734
H -2.717 1.158 -1.574
H -3.566 3.409 -2.203
H -3.594 5.270 -0.568
H -2.714 4.941 1.722
H -1.840 2.712 2.397
```

Results
Multiplicity = 4
Total energy = -107204.1764 eV
Total charge = +4
<S²> = 3.79
Frontier orbital gap (alpha / beta) = 7.1 / 3.9 eV

Atomic partial charges in e from the Löwdin method, atoms 1 to 2: N 0.169; C -0.278

Question: Number 2 is which compound?
Answer: C20H38Br2InO7P2